[1]
The following is a DFT calculation (wB97M-V/def2-TZVPD) of a structure of composition C43H53BrN2O3PRhSSbSi3 in a non-equilibrium geometry.

Values from the calculation:
Charge: +1
Molecular weight: 1097.8 Da
E_tot: -177916.0188 eV
LUMO level: -4.12 eV
Frontier orbital gap: 0.2157 Eh
Highest occupied orbital energy: -9.986 eV

```
109
Properties=species:S:1:pos:R:3:forces:R:3:mulliken_charge:R:1
Rh -1.236860 0.295002 0.568256 -2.31 1.06 -0.62 -1.098
Br -3.149270 0.900885 4.455342 1.21 1.12 -1.05 -0.298
C -2.438563 2.505201 3.092240 -2.40 -1.29 1.70 -0.087
C -3.024939 3.637359 3.610420 0.38 0.62 -0.06 -0.813
C -3.494160 4.549557 2.671123 0.33 0.14 -0.09 -0.559
C -3.449743 4.221086 1.322781 0.10 0.01 0.04 -0.782
C -2.887281 3.010437 0.946523 0.50 0.36 -0.01 0.343
N -2.349458 2.186428 1.854227 0.18 -0.88 -0.30 1.110
C -2.941850 2.478394 -0.471055 0.30 0.10 0.05 -0.135
O -3.107693 3.253576 -1.382681 -0.16 -0.15 -0.10 -0.642
O -2.874873 1.183394 -0.521286 0.39 -0.60 0.18 -0.452
H -3.107748 3.801719 4.673567 -0.10 -0.06 -0.01 0.557
H -3.924177 5.488436 2.994440 -0.09 -0.05 0.02 0.473
H -3.858324 4.865377 0.557101 -0.05 -0.06 -0.01 0.591
N -2.712476 -0.803828 1.697638 -0.27 0.07 -0.01 0.371
C -2.848898 -2.208268 1.394002 -0.04 -0.08 0.06 -1.047
C -3.549047 -3.052706 2.246182 -0.04 -0.01 0.07 -0.552
C -3.712260 -4.385740 1.910509 0.06 0.04 -0.03 -0.709
C -3.203402 -4.867722 0.708773 -0.02 -0.04 -0.02 -0.880
C -2.509952 -4.022500 -0.137877 0.00 0.08 0.00 -0.027
C -2.303683 -2.688251 0.216688 0.07 0.05 -0.06 -0.250
P -1.382320 -1.518929 -0.836389 0.63 -0.33 0.51 3.013
C 0.159105 -2.353503 -1.270894 0.22 0.27 0.03 1.132
C 0.876046 -1.846767 -2.360051 -0.11 -0.06 -0.05 -0.944
C 2.091598 -2.404914 -2.710238 -0.02 0.00 -0.06 -0.623
C 2.609945 -3.462161 -1.970917 -0.04 -0.01 -0.01 -0.816
C 1.897536 -3.973501 -0.896557 0.04 0.01 -0.01 -0.730
C 0.674791 -3.417005 -0.541943 -0.04 -0.06 -0.07 -1.105
C -2.290789 -1.586098 -2.413396 -0.02 0.61 -0.05 0.501
C -2.056646 -2.672535 -3.263566 0.03 0.01 0.10 -0.476
C -2.770908 -2.793061 -4.441756 -0.05 -0.08 -0.02 -0.984
C -3.727804 -1.845897 -4.782020 -0.01 0.04 0.01 -0.599
C -3.951260 -0.761066 -3.950463 0.02 -0.06 0.04 -0.788
C -3.231561 -0.621568 -2.770084 -0.02 -0.10 -0.13 -0.598
H -3.541164 -0.307594 1.363594 -0.02 -0.03 -0.07 0.363
H -2.723147 -0.655579 2.702324 0.18 -0.04 0.05 -0.124
H -3.980802 -2.660775 3.160316 0.03 0.00 0.00 0.565
H -4.245799 -5.046334 2.580577 -0.02 0.00 -0.02 0.440
H -3.356573 -5.901343 0.428651 0.02 0.00 0.02 0.462
H -2.119153 -4.392626 -1.076724 -0.01 -0.04 0.03 0.436
H 0.474867 -1.018863 -2.933833 0.04 0.00 -0.01 0.828
H 2.632630 -2.010560 -3.561361 0.00 0.00 0.01 0.576
H 3.568673 -3.888393 -2.237192 -0.02 -0.02 -0.01 0.409
H 2.292937 -4.807426 -0.330664 -0.01 0.01 0.01 0.418
H 0.118638 -3.827026 0.289333 0.02 0.01 0.02 0.663
H -1.312459 -3.417769 -3.016006 0.02 0.02 -0.06 0.400
H -2.574631 -3.627180 -5.102783 -0.01 -0.01 0.03 0.457
H -4.293867 -1.953370 -5.698255 0.04 0.01 -0.01 0.417
H -4.685073 -0.011365 -4.216114 0.02 0.00 0.00 0.502
H -3.382147 0.237638 -2.138549 -0.02 0.00 -0.03 0.597
C 2.882485 2.636469 0.500853 -0.05 0.13 0.04 -0.797
Si 2.942037 0.897509 1.167769 -0.14 -0.14 0.15 0.040
C 4.444207 0.652994 2.255202 0.01 0.04 0.16 -1.220
C 3.020703 -0.417822 -0.138500 -0.01 -0.06 -0.07 -0.132
Sb 0.649977 0.554212 2.422460 1.11 -0.88 -0.12 -0.753
Si 0.914193 2.542585 4.131604 -0.02 -0.14 -0.20 0.914
C 0.425997 4.128035 3.256906 -0.24 0.00 0.03 -1.069
C 2.719172 2.629958 4.577703 0.14 -0.10 -0.08 -1.229
C -0.004491 2.114694 5.693326 -0.10 0.14 0.02 -0.809
Si 1.055309 -1.611647 3.797517 0.25 0.42 -0.04 0.593
C 2.440055 -1.169478 4.974121 -0.04 -0.08 0.15 -0.966
C 1.615327 -2.931055 2.599561 0.02 -0.11 0.02 -0.443
C -0.461008 -2.148096 4.740655 -0.14 0.08 0.02 -0.969
H 3.665869 2.784709 -0.248347 0.02 -0.02 0.05 0.437
H 3.033684 3.374199 1.293915 0.03 -0.03 -0.02 0.331
H 1.924079 2.837620 0.022702 0.01 -0.01 -0.02 0.129
H 5.337288 0.773618 1.633568 -0.05 -0.01 -0.04 0.412
H 4.477580 -0.352506 2.678947 0.02 0.00 -0.06 0.289
H 4.518133 1.368355 3.071597 0.05 -0.04 -0.01 0.349
H 3.795298 -0.173271 -0.872817 -0.01 0.01 0.03 0.624
H 2.073731 -0.514395 -0.662123 0.02 0.05 -0.02 -0.618
H 3.277834 -1.387715 0.294408 0.01 0.03 0.01 0.453
H 1.280342 4.804603 3.197667 0.03 -0.05 -0.01 0.474
H -0.369525 4.644941 3.797394 0.04 0.02 0.00 0.466
H 0.067701 3.943882 2.241916 0.04 0.04 0.00 0.182
H 3.334743 2.982217 3.750082 -0.02 0.03 0.03 0.297
H 3.108872 1.669909 4.918754 0.01 0.03 0.01 0.291
H 2.829000 3.342527 5.401816 -0.06 0.01 -0.02 0.480
H -1.013885 1.762156 5.511496 0.02 0.02 0.09 0.034
H -0.063451 2.994739 6.341897 0.06 -0.02 -0.01 0.419
H 0.530927 1.333881 6.237726 0.02 0.01 -0.02 0.290
H 3.314547 -0.790457 4.444367 -0.02 -0.01 0.02 0.161
H 2.746139 -2.059227 5.533401 0.00 0.03 0.00 0.473
H 2.128456 -0.416320 5.701589 0.01 -0.02 -0.01 0.206
H 1.865747 -2.524790 1.620975 0.02 -0.01 0.02 -0.408
H 0.831860 -3.679461 2.462013 0.01 0.01 -0.01 0.339
H 2.499035 -3.445104 2.987445 -0.02 0.02 0.01 0.533
H -0.968937 -1.303899 5.211096 0.02 -0.01 0.02 0.230
H -0.165162 -2.842248 5.532674 -0.01 -0.02 -0.04 0.443
H -1.178907 -2.661512 4.095725 0.02 0.02 -0.01 0.174
C 1.728805 0.255916 -9.260725 0.04 -0.09 -0.02 -1.135
C 1.853925 0.530670 -7.787246 -0.10 0.22 0.10 0.764
O 1.845697 -0.301403 -6.925087 -0.01 -0.09 -0.10 -0.501
S 1.952286 2.302992 -7.452363 0.05 0.06 0.01 -0.257
C 1.624878 2.306481 -5.711740 0.00 -0.07 -0.08 0.178
C 2.476227 1.647110 -4.834468 0.03 0.07 0.10 -0.740
C 2.096389 1.474042 -3.514588 0.04 -0.01 -0.05 0.212
C 0.869334 1.964038 -3.065123 -0.12 -0.08 0.14 -0.372
C 0.071596 2.721132 -3.925564 -0.02 0.05 -0.08 -0.721
C 0.449298 2.889599 -5.247823 0.04 -0.10 0.05 -0.549
C 0.370009 1.588531 -1.771673 0.26 0.20 -0.13 0.350
C -0.074361 1.180403 -0.721720 -0.08 -0.01 -0.01 0.624
H 2.211842 -0.687087 -9.508548 0.04 0.02 0.04 0.314
H 2.136617 1.068736 -9.859103 0.02 -0.01 -0.01 0.376
H 0.665586 0.163156 -9.489787 0.00 0.03 0.01 0.287
H 3.420964 1.259056 -5.189327 -0.04 -0.07 -0.02 0.465
H 2.731369 0.925874 -2.829380 -0.01 -0.02 -0.01 0.533
H -0.862533 3.127420 -3.557619 0.00 -0.02 -0.03 0.566
H -0.178912 3.436226 -5.939146 -0.06 -0.04 0.04 0.451
```
Forces are in eV/Å.

[2]
The following is a DFT calculation (wB97M-V/def2-TZVPD) of an isolated molecule of C4H6BrP in a non-equilibrium geometry.

Values from the calculation:
Molecular weight: 165.0 Da
E_tot: -83575.1622 eV
LUMO level: 0.33 eV
Frontier orbital gap: 0.3289 Eh
Highest occupied orbital energy: -8.617 eV
SMILES string: BrC1=PCCC1

```
12
Properties=species:S:1:pos:R:3:forces:R:3:mulliken_charge:R:1
Br 1.097755 -2.003477 -2.367907 0.62 -0.53 -0.62 -0.102
C 0.260482 -0.959339 -1.114109 -0.60 1.05 1.47 0.150
P -1.384776 -1.016024 -0.832408 -0.01 0.49 -0.29 -0.114
C -1.326194 0.304995 0.518921 0.80 -1.99 -0.84 -0.819
C 0.079678 0.924092 0.504189 0.35 -0.69 -1.22 -0.412
C 1.061324 -0.103252 -0.129222 0.18 -0.74 0.25 -0.602
H -1.508132 -0.295408 1.402116 0.38 -0.15 0.62 0.288
H -2.215571 0.870159 0.483426 -0.66 1.39 -0.40 0.434
H 0.374055 0.930854 1.553286 0.28 1.50 -0.19 0.249
H 0.205680 1.778189 -0.207767 -0.60 0.07 1.50 0.306
H 1.335492 -0.753940 0.720707 0.32 -0.17 -0.53 0.245
H 2.020208 0.323152 -0.531232 -1.06 -0.24 0.23 0.378
```
Forces are in eV/Å.